ORCA calculation (ωB97M-V/def2-TZVPD) on one molecule with the formula C4H6ClF.

Structure (XYZ):
```
12
C4H6ClF (ωB97M-V/def2-TZVPD)
Cl -0.16583 1.09336 -1.68622
F 0.83452 1.94277 1.72692
C -0.36617 1.38391 1.35635
C -0.01088 -0.01710 0.65207
C 0.30009 -1.49232 -1.32087
C 0.02532 -0.20108 -0.59981
H -1.02600 1.12691 2.15117
H 0.54159 -2.13013 -0.49265
H -0.67850 -1.76691 -1.71602
H -0.88217 2.04621 0.58184
H 1.07896 -1.29759 -2.07312
H 0.34907 -0.68803 1.42031
```

Output
- HOMO-LUMO gap: 10.683 eV
- Energy relative to the best compared isomer or geometry (same formula, charge and spin): 18.2 kcal per mole
- Strongest force on any atom: 0.12146 Eh/bohr
- Structure (SMILES): C/C(Cl)=C/CF
- HOMO level: -9.8 eV